Entry 1:
33
Properties=species:S:1:pos:R:3:forces:R:3:lowdin_charge:R:1 method="wB97M-V/def2-TZVPD" spin_multiplicity=1 e_above_lowest_kcal_mol=133.4 total_charge=+2 gap_ev="5.44 / 6.60" e_homo_ev="-16.6 / -16.9"
C -1.47197 1.83809 1.24424 2.378 1.394 -0.708 -0.101
C -0.52407 -1.97248 -0.69884 1.897 3.500 1.270 -0.140
C 1.86605 -1.94709 -0.41158 -2.442 0.864 -1.119 -0.101
C -0.47844 -0.70881 -1.59399 -0.373 -0.145 -0.881 -0.097
C 1.89431 -0.74022 -1.29117 4.038 0.973 -0.525 -0.074
C 0.62023 -2.87626 -0.87695 1.301 0.057 -0.015 -0.327
C 0.61404 0.34662 -1.33921 0.286 -0.585 0.566 -0.212
C 0.60295 -4.17773 -0.15707 1.021 0.004 0.795 -0.035
C -2.19404 3.81195 2.20248 -1.565 1.828 1.185 0.005
N -0.94096 0.99491 0.45505 5.156 -1.384 -3.039 0.167
N -1.13596 3.11520 1.59277 0.420 -0.090 -0.981 -0.133
N -0.04578 3.83938 1.17036 0.093 -2.557 0.423 0.208
N 0.36328 1.15855 -0.22599 -4.442 -0.759 2.806 0.099
H -2.32034 1.38234 1.60578 -2.173 0.049 1.368 0.132
H -0.62942 -1.54293 0.35005 0.423 -0.650 -0.879 0.156
H -1.42913 -2.40796 -0.81981 -2.947 -1.867 -0.699 0.108
H 2.62200 -2.66353 -0.63696 1.274 -0.139 0.061 0.142
H 1.75094 -1.62794 0.62109 0.288 -0.504 0.192 0.133
H -0.42404 -0.88711 -2.68571 -0.132 -0.373 0.628 0.154
H -1.46013 -0.33415 -1.30849 -0.084 0.885 -0.459 0.123
H 2.81674 -0.11020 -0.85417 -2.050 -0.662 -0.965 0.184
H 2.17042 -0.92904 -2.41147 -0.848 0.170 2.046 0.172
H 0.84367 -3.05709 -1.93908 -0.247 0.103 0.155 0.163
H 0.97329 1.09956 -2.06334 -0.322 -1.020 -0.559 0.174
H 0.78679 -4.13417 0.91926 0.328 0.423 -0.039 0.108
H 1.32025 -4.84165 -0.60682 0.410 -0.339 -0.004 0.099
H -0.31032 -4.68042 -0.18409 -1.818 -0.720 -0.532 0.078
H -2.59336 4.68930 1.58891 0.265 -1.508 0.445 0.165
H -2.88966 3.02824 2.49634 -0.672 0.752 -0.301 0.111
H -1.87701 4.24667 3.14688 0.369 0.177 0.155 0.123
H 0.80202 3.23863 1.32651 -0.655 1.500 -0.023 0.159
H -0.06314 4.77505 1.57765 0.366 -0.227 -0.029 0.153
H 0.74078 2.07429 -0.19267 0.457 0.847 -0.341 0.105

---

Entry 2:
33
Properties=species:S:1:pos:R:3:forces:R:3:lowdin_spin:R:1 method="wB97M-V/def2-TZVPD" spin_multiplicity=3 e_above_lowest_kcal_mol=0.0 total_charge=+1 gap_ev="5.56 / 7.75" e_homo_ev="-8.9 / -14.2" s_squared=2.006
C 0.67725 0.95075 -0.16213 -1.774 -0.318 -1.279 0.041
C -1.63770 0.71823 -0.05634 -1.914 -2.885 5.203 0.576
C -4.09877 0.70767 -0.22304 3.260 -0.527 -2.791 0.006
C -3.13165 -1.31585 0.93368 2.368 1.383 -1.845 0.046
C 0.95702 -1.41451 -0.99100 -0.765 0.377 0.240 0.001
C 2.75066 0.43229 -1.63880 -3.964 -0.025 0.502 0.001
C 2.43912 -0.61771 0.80837 -1.318 -0.618 -2.579 0.004
C -2.86597 0.21565 0.63353 -2.201 0.281 -0.308 0.124
C 1.72962 -0.15613 -0.56428 0.732 0.727 2.217 0.004
N 1.16261 2.17475 0.54413 3.829 2.140 0.198 0.010
O -0.46548 0.42099 0.54522 3.578 0.285 0.434 0.161
O -1.56226 1.30314 -1.14889 -0.314 2.507 -5.461 0.971
O 2.90859 0.46989 1.55793 1.386 0.095 0.409 0.000
H 0.27246 1.48372 -1.03213 0.297 -0.856 -0.560 0.009
H -4.03141 1.81222 -0.56949 -0.011 -2.032 0.299 0.002
H -5.02830 0.54115 0.17851 -2.014 -0.308 1.517 0.000
H -4.03401 -0.11839 -1.08148 -0.395 2.410 1.005 0.000
H -2.28886 -1.71220 1.46914 0.206 -0.411 0.430 0.001
H -3.27245 -1.88349 0.01931 0.125 -0.051 -0.249 0.002
H -4.01494 -1.38207 1.47055 -1.610 -0.079 1.323 0.005
H -0.01656 -1.56096 -0.48097 0.706 0.387 0.111 0.001
H 0.67022 -1.28511 -2.00914 0.081 -0.438 -1.076 0.000
H 1.49953 -2.34206 -0.79473 0.290 0.234 -0.438 0.000
H 3.47694 -0.26460 -1.84647 1.614 -1.795 -0.557 0.000
H 3.25404 1.30057 -1.28695 0.253 0.965 0.227 0.000
H 2.14382 0.61564 -2.56765 0.833 0.137 0.752 0.000
H 3.17198 -1.36556 0.47662 0.357 0.457 0.495 0.001
H 1.63841 -1.20595 1.28281 0.419 0.563 0.704 0.000
H -2.84999 0.69267 1.61703 -0.072 0.166 0.195 0.030
H 1.79083 1.92824 1.35505 -0.775 -0.128 -0.340 0.001
H 1.88699 2.74912 -0.08229 -1.885 -1.703 1.194 0.002
H 0.47499 2.89836 0.79739 -0.293 -0.802 -0.035 0.001
H 3.89184 0.49203 1.57580 -1.030 -0.142 0.065 0.000

---

Entry 3:
34
Properties=species:S:1:pos:R:3:forces:R:3:lowdin_charge:R:1 method="wB97M-V/def2-TZVPD" spin_multiplicity=1 e_above_lowest_kcal_mol=81.0 gap_ev=8.63 e_homo_ev=-7.8
C -2.38807 -1.12399 -0.77379 -1.745 -0.224 -0.973 -0.399
C -3.79438 -0.69697 -1.16932 1.231 3.515 -0.765 -0.031
C -2.28199 -2.43960 -0.16506 1.011 -0.332 1.584 -0.018
C -1.36265 2.76915 0.37698 -0.062 0.949 1.943 -0.113
C 2.77023 0.34149 1.88212 0.376 0.167 -0.420 -0.096
C 2.50483 -1.65418 0.35809 -2.863 -1.372 0.131 -0.072
C 2.83345 0.65783 -0.60198 0.177 0.324 2.299 -0.091
C -0.16923 2.46843 -0.43421 2.765 -2.843 -0.270 -0.312
C 2.20675 -0.17611 0.57338 -0.360 0.689 -0.882 -0.630
N -1.53759 -0.24780 -1.07807 0.675 0.571 -0.542 0.029
O -0.41464 0.08474 1.65763 -0.322 -0.548 0.647 -0.346
O -0.35089 2.19590 -1.78472 0.801 1.326 0.814 -0.057
O -0.16753 -0.58436 -0.86726 0.244 -0.438 0.855 -0.265
P 0.38439 0.28707 0.43701 -0.181 2.374 -0.846 0.786
H -4.61045 -1.36476 -1.22339 -0.418 -1.203 0.437 0.053
H -3.75291 -0.17515 -2.20177 -0.030 -0.673 1.751 0.108
H -3.96329 0.10627 -0.38944 -0.594 -0.725 -0.975 0.101
H -2.45703 -3.21593 -0.88317 0.020 -0.486 -0.364 0.093
H -1.35212 -2.53981 0.36633 0.863 -0.324 -0.383 0.068
H -2.95413 -2.57334 0.67724 -0.791 0.235 -0.253 0.098
H -2.03414 3.46874 -0.09754 -0.239 0.179 -0.620 0.074
H -1.86633 1.82170 0.54594 -0.388 0.168 0.334 0.044
H -1.15566 3.28152 1.38458 0.091 -1.134 -1.376 0.117
H 2.57836 1.39525 2.00025 -0.031 0.558 0.014 0.072
H 2.34526 -0.13185 2.73928 -0.215 -0.578 0.560 0.073
H 3.86216 0.19788 1.85388 -0.289 -0.008 0.168 0.098
H 3.02333 -1.66400 -0.55803 0.490 -0.808 -1.260 0.051
H 1.53760 -2.30929 0.29087 1.652 1.201 -0.195 0.109
H 3.09199 -2.18978 1.08455 0.412 0.403 0.650 0.072
H 2.28735 0.50832 -1.50592 -0.344 0.308 -0.730 0.069
H 2.86811 1.69293 -0.19682 -0.240 -0.326 -1.014 0.080
H 3.86457 0.36458 -0.73045 0.385 -0.227 -0.147 0.077
H 0.81924 2.96380 -0.31310 -1.161 0.066 0.036 0.104
H -1.21395 1.81999 -1.87557 -0.922 -0.784 -0.209 0.052

---

Entry 4:
56
Properties=species:S:1:pos:R:3:forces:R:3:lowdin_charge:R:1 method="wB97M-V/def2-TZVPD" spin_multiplicity=1 total_charge=+1 gap_ev=2.12 e_homo_ev=-12.6
Tl -2.33475 0.82332 -1.65630 0.821 -0.627 -0.503 1.235
C -4.00030 2.50567 1.34161 3.445 -2.455 -1.031 -0.386
O -3.18354 1.40253 1.38920 -0.200 -0.006 0.896 0.006
O -4.20611 2.82877 0.18471 -1.604 1.913 -1.470 0.248
C -5.33842 2.20025 2.21514 -2.075 0.039 1.544 -0.533
F -4.99842 2.07420 3.47534 0.167 0.040 -0.249 0.249
F -6.14705 3.20663 2.03711 0.384 -0.016 -0.091 0.276
F -5.86288 1.09005 1.76451 0.383 0.213 -0.138 0.273
C -2.29187 1.10036 2.45937 0.591 -0.879 1.448 -0.164
C -1.14481 2.09852 2.62324 0.070 -0.080 -0.594 -0.011
H -0.67549 2.31458 1.65809 -0.076 -0.023 -0.006 0.075
H -1.44921 3.02557 3.11782 -0.101 -0.056 0.087 0.099
H -0.37961 1.59371 3.21240 -0.056 0.173 0.222 0.103
H -1.89896 0.10452 2.26075 0.027 0.201 -0.671 0.130
H -2.82476 0.96504 3.41347 -0.324 0.534 -0.227 0.145
H -3.36107 3.32548 1.82683 -0.551 0.524 0.445 0.312
B 0.37519 -0.25235 -0.30630 0.172 0.492 0.380 -1.407
F 0.48377 -0.55220 -1.64320 -0.462 -0.068 -0.166 0.135
F 1.38499 -0.87245 0.40366 0.221 0.072 0.333 0.143
F 0.35886 1.16231 -0.14307 0.114 -0.048 -0.142 0.048
F -0.88740 -0.63877 0.26146 -0.417 -0.302 -0.187 -0.004
C 2.65601 2.05971 1.57874 0.257 0.229 0.406 0.051
N 2.52277 3.40885 0.96193 -0.520 0.089 0.318 -0.436
O 1.41756 3.74764 0.56818 -0.046 -0.071 0.036 0.045
O 3.50292 4.10439 0.92330 0.399 0.110 -0.193 0.096
H 3.01570 1.38584 0.80940 -0.115 -0.128 0.023 0.098
H 1.69751 1.77455 1.98401 -0.132 -0.177 -0.295 0.065
H 3.37220 2.15112 2.38929 0.181 -0.028 -0.140 0.103
C -0.56974 -1.87681 -5.55756 0.284 -0.756 0.284 0.067
N -0.84155 -0.56297 -4.94950 -0.426 0.266 0.273 -0.414
O -1.27620 -0.54991 -3.80192 -0.134 -0.027 0.144 -0.129
O -0.66339 0.42255 -5.60738 0.161 0.210 -0.253 0.115
H -0.95281 -1.85375 -6.56930 0.222 0.039 -0.123 0.106
H -1.01782 -2.66462 -4.96145 -0.310 0.238 0.099 0.089
H 0.50232 -2.05631 -5.49069 0.078 0.337 -0.348 0.114
C -1.00517 -4.06221 -0.31492 -0.559 1.003 0.020 0.072
N -1.06059 -3.30256 -1.59844 0.680 -0.136 -0.283 -0.428
O -1.85123 -2.39278 -1.69272 -0.703 0.187 0.161 -0.001
O -0.26952 -3.61314 -2.46264 -0.103 -0.125 0.048 0.090
H -0.70786 -5.07266 -0.54638 0.138 -0.099 0.236 0.102
H -1.98596 -3.93348 0.13365 -0.090 -0.472 -0.084 0.099
H -0.33589 -3.48382 0.32053 0.406 -0.337 -0.127 0.097
C 3.55730 0.13263 -2.29419 0.509 0.309 0.344 0.043
N 3.30204 -0.30491 -3.69414 -0.700 0.379 0.104 -0.444
O 2.37461 0.18764 -4.30438 -0.099 0.049 -0.020 0.061
O 4.04790 -1.15046 -4.12597 0.143 -0.132 -0.028 0.078
H 4.53210 0.61666 -2.33123 0.253 -0.549 0.203 0.106
H 3.50364 -0.77572 -1.70372 0.412 0.048 0.124 0.103
H 2.89719 0.87972 -1.86574 -0.668 -0.143 -0.724 0.085
C 2.08581 -2.22951 3.33465 -0.066 -0.111 -0.377 0.045
N 3.19561 -1.30339 3.67562 0.302 -0.227 0.112 -0.446
O 2.89799 -0.23848 4.18213 -0.184 0.154 -0.076 0.041
O 4.32428 -1.66200 3.42328 -0.151 0.087 -0.038 0.087
H 1.65352 -1.85613 2.40846 -0.084 0.138 0.047 0.074
H 1.36254 -2.21931 4.14111 0.027 0.038 0.057 0.096
H 2.49801 -3.21217 3.14215 0.106 -0.035 0.192 0.099

---

Entry 5:
37
Properties=species:S:1:pos:R:3:forces:R:3:lowdin_spin:R:1 method="wB97M-V/def2-TZVPD" spin_multiplicity=2 e_above_lowest_kcal_mol=19.6 total_charge=+2 gap_ev="8.04 / 8.10" e_homo_ev="-16.8 / -16.8" s_squared=0.751
C 0.04499 -0.14806 -4.54652 0.128 -0.449 -0.325 0.000
C -0.01468 0.05802 -3.06414 3.716 0.034 0.101 0.000
H 1.10413 -0.15533 -4.81768 -0.265 0.294 -0.099 0.000
H -0.53721 0.59072 -5.09954 0.183 0.231 0.166 0.000
H -0.37285 -1.10709 -4.88900 -0.043 0.109 0.537 0.000
O 0.99234 0.20130 -2.37470 -2.458 -0.262 -0.859 0.000
Cl -1.57263 0.05868 -2.36624 -1.380 0.037 0.714 0.000
Ce -0.79362 -0.11955 1.90096 -4.453 -0.057 1.529 1.015
P -0.25903 2.45718 0.62617 0.301 1.978 -0.591 -0.004
C 1.32183 3.30471 0.97372 0.198 -0.380 0.186 0.001
C -0.46628 3.16033 -1.05236 -0.111 -0.443 -0.394 -0.001
H -0.52860 4.25163 -0.89932 0.035 -0.490 -0.221 0.000
H -1.38637 4.55350 1.01570 -0.113 -0.293 0.268 0.000
H -1.36119 2.78876 -1.56642 0.230 0.236 0.149 0.000
H -2.43636 3.13628 1.40778 -0.016 0.387 0.073 0.000
H 2.04740 2.97199 0.21902 -0.068 0.249 0.220 0.000
H 0.42324 2.91733 -1.64506 -0.258 0.045 0.020 0.000
C -1.43147 3.56548 1.49398 -0.167 -0.521 0.362 -0.001
H 1.12922 4.38755 0.88643 0.288 -0.443 0.095 0.000
H -1.16683 3.64604 2.55303 -0.151 0.091 -0.085 0.000
H 1.70812 3.04712 1.96646 0.000 0.307 -0.130 0.000
P -0.06302 -2.40683 0.37865 0.662 -2.251 -0.553 -0.003
C 1.50039 -3.25920 0.80808 0.340 0.255 0.024 0.000
C -1.26444 -3.57725 1.14111 -0.308 0.434 0.233 0.000
H -1.02829 -2.65884 -1.90152 0.230 -0.240 0.277 0.000
H -0.13824 -4.10067 -1.25603 -0.061 0.336 -0.201 0.000
H 0.75895 -2.69340 -1.89059 -0.274 -0.016 0.156 0.000
C -0.14499 -3.00530 -1.34804 0.030 0.439 -0.483 -0.001
H -2.25656 -3.10579 1.13831 -0.022 -0.467 0.027 0.000
H -1.26321 -4.47310 0.50794 -0.195 0.190 0.250 0.000
H 1.35528 -4.33147 0.59017 0.175 0.439 0.148 0.000
H 1.80921 -3.12669 1.85090 -0.132 -0.126 -0.130 0.000
H -1.00804 -3.87353 2.16775 -0.026 0.217 -0.237 0.000
H 2.29304 -2.85066 0.16697 -0.090 -0.228 0.145 0.000
C 1.57664 0.00538 1.57935 9.263 0.707 -3.639 0.001
O 2.63283 0.09852 1.06023 -6.228 -0.555 3.184 0.003
F -2.21949 -0.34017 3.39397 1.040 0.206 -0.916 -0.009

---

Entry 6:
35
Properties=species:S:1:pos:R:3:forces:R:3:lowdin_charge:R:1 method="wB97M-V/def2-TZVPD" spin_multiplicity=1 total_charge=+1 gap_ev=9.06 e_homo_ev=-12.5
C 3.36125 -1.59257 0.40374 -0.089 0.203 -0.353 0.044
C 3.84005 -0.79876 -0.58215 -0.335 0.037 0.502 -0.210
C 3.01050 -0.46976 -1.79501 -0.183 1.028 1.061 -0.275
S 2.05660 1.11387 -1.70675 0.201 0.442 -0.377 1.089
N 2.61421 1.74250 -0.27319 -0.661 0.003 0.011 -0.170
N 0.50565 0.57063 -1.63201 0.302 -0.321 0.483 -0.278
C -0.48128 1.57730 -1.19529 -0.175 0.257 -0.025 -0.256
C -1.83105 0.93002 -0.91071 -0.117 -0.034 -0.415 -0.204
C -2.29993 -0.18362 -1.85537 -0.583 -0.068 0.172 -0.247
C -3.50825 -0.85727 -1.17976 0.682 0.550 0.005 -0.101
H 3.87337 -2.48852 0.73906 0.817 0.917 1.184 0.081
H 2.39224 -1.38345 0.85990 -0.650 -1.092 -1.082 0.008
H 4.82401 -0.34576 -0.51459 0.582 -1.170 -0.789 0.112
H 3.69264 -0.31473 -2.62712 -0.154 -0.128 -0.174 0.095
H 2.29979 -1.26474 -1.99419 -0.103 0.116 -0.238 0.096
H 2.36011 2.72682 -0.23992 0.256 0.065 -0.061 0.070
H 2.20796 1.29733 0.55048 0.325 -0.182 0.055 0.002
H 0.43167 -0.29048 -1.09319 -0.112 0.036 0.041 0.090
H -0.14626 2.07176 -0.27776 0.050 -0.022 0.020 0.091
H -0.55455 2.35654 -1.95537 0.038 -0.180 -0.209 0.124
H -2.58048 1.72151 -0.97292 0.030 0.067 0.225 0.128
H -1.85004 0.55585 0.11501 0.126 -0.053 0.012 0.072
H -2.61443 0.23754 -2.81148 0.280 -0.025 -0.124 0.113
H -1.53877 -0.94369 -2.03853 0.116 0.109 -0.052 0.097
H -3.14385 -1.10527 -0.18390 -0.508 -0.377 -0.008 -0.011
H -4.30342 -0.11898 -1.07450 -0.173 -0.167 0.023 0.083
H -3.87069 -1.73554 -1.70464 -0.018 -0.016 -0.004 0.079
Cl -2.31732 -1.67253 2.14693 0.035 -0.070 0.138 0.605
C -1.50927 -0.97596 3.57287 0.122 -0.029 -0.088 -0.631
C -0.81943 0.31910 3.22526 -0.152 0.103 0.201 -0.600
Cl 0.57950 0.05727 2.12015 -0.074 0.006 0.017 0.593
H -0.80923 -1.71430 3.95488 0.011 0.000 -0.018 0.074
H -2.27069 -0.79039 4.32777 -0.020 0.057 -0.033 0.084
H -0.42590 0.78945 4.12359 0.101 -0.039 -0.025 0.082
H -1.49678 1.01123 2.73251 0.031 -0.023 -0.077 0.070

---

| no. | molar mass (g/mol) | strongest force on any atom (hartree/bohr) |
| --- | --- | --- |
| 1 | 184.3 | 0.119 |
| 2 | 190.3 | 0.122 |
| 3 | 221.2 | 0.077 |
| 4 | 739.5 | 0.085 |
| 5 | 417.8 | 0.194 |
| 6 | 260.3 | 0.033 |